{
  "formula": "C34H48N3PTi",
  "method": "wB97M-V/def2-TZVPD",
  "symbols": ["Ti", "P", "N", "N", "N", "C", "C", "C", "C", "C", "C", "C", "C", "C", "C", "C", "C", "C", "C", "C", "C", "C", "C", "C", "C", "C", "C", "C", "C", "C", "C", "C", "C", "C", "C", "C", "C", "C", "C", "H", "H", "H", "H", "H", "H", "H", "H", "H", "H", "H", "H", "H", "H", "H", "H", "H", "H", "H", "H", "H", "H", "H", "H", "H", "H", "H", "H", "H", "H", "H", "H", "H", "H", "H", "H", "H", "H", "H", "H", "H", "H", "H", "H", "H", "H", "H", "H"],
  "coordinates": [[0.530171, -0.288253, 0.947477], [-2.040343, 0.235047, 1.086475], [1.017183, -2.632387, -0.799439], [0.176337, -2.037902, 2.035153], [0.587071, -1.072055, -2.269041], [1.948120, 1.401915, 0.493030], [0.626469, 0.127808, -3.051312], [-4.214938, -1.241130, -0.104040], [-0.464826, 2.002250, -4.152531], [-0.988594, -4.418445, 3.033138], [-2.636872, 1.050365, 3.804853], [-0.537663, 0.878363, -3.319231], [1.324100, -3.338139, 0.337790], [0.719265, -2.279293, -2.951077], [3.208999, -1.284242, 2.816828], [1.880290, 2.165228, -0.782900], [1.828472, 1.518059, -4.637126], [0.714379, 2.338396, -4.814872], [-0.050148, -4.460647, 2.018279], [2.767726, 0.247352, 0.774001], [0.507836, -3.263354, 1.498340], [-0.587130, -2.034996, 3.163306], [3.006827, -0.475932, -3.735778], [2.508023, -0.168048, 2.121049], [1.586285, 0.766547, 2.711809], [0.340042, 2.921113, 1.884446], [-1.216788, -3.177659, 3.642347], [3.793816, -0.390563, -0.093398], [0.673312, -1.264944, -0.886672], [-3.070385, 0.179015, 2.631143], [-2.607845, 1.718710, 0.141078], [-1.884045, 0.423282, -2.856984], [-2.717210, -1.253597, 0.211641], [1.800933, 0.407054, -3.788586], [0.769788, 3.542159, -5.705515], [1.219778, 0.808065, 4.151991], [-3.159142, 2.895490, 0.941962], [1.063159, -3.216456, -2.066178], [1.215429, 1.730199, 1.700293], [-0.727035, -1.078356, 3.672910], [-2.413664, 3.359846, 1.600623], [0.230681, -5.396187, 1.533440], [-3.426626, 1.041460, 4.569465], [-0.425595, 2.745021, 2.649395], [1.690591, 3.531931, -6.292294], [0.913307, 3.804298, 2.207410], [-2.478754, -2.123126, 0.845085], [3.965074, 0.178545, -1.009576], [-2.140884, -1.404792, -0.711914], [-4.119342, 0.384079, 2.361377], [1.122696, -0.203002, 4.570886], [-2.604211, 1.246773, -2.948589], [-4.491532, -0.421744, -0.778923], [-4.833474, -1.173454, 0.798795], [-4.471258, -2.182636, -0.607413], [-1.899234, -3.082523, 4.484928], [0.273332, 1.336390, 4.315636], [2.736048, 1.733340, -5.205848], [0.622301, -2.361277, -4.021383], [-3.034299, -0.875899, 2.945650], [2.311028, 3.174320, -0.689209], [4.056510, -0.917577, 3.415992], [2.538555, -1.823893, 3.496268], [1.990623, 1.329656, 4.742234], [-1.368271, 2.589655, -4.330834], [-0.161450, 3.200959, 0.950903], [1.852744, -4.257883, 0.119718], [3.504849, -1.413598, -0.366892], [0.743715, 4.480603, -5.137822], [2.415901, 1.642659, -1.582754], [3.793364, -0.019177, -4.347977], [2.806936, -1.471766, -4.153478], [-1.854607, 0.107874, -1.808886], [-1.519151, -5.312683, 3.366477], [4.756162, -0.469129, 0.434423], [-3.489267, 3.676845, 0.243528], [-2.454793, 2.098133, 3.539367], [-1.734152, 0.657973, 4.285143], [-4.022459, 2.593043, 1.546466], [-2.274054, -0.416968, -3.456634], [0.840275, 2.292007, -1.120058], [3.400447, -0.594522, -2.718503], [1.322135, -4.250589, -2.197767], [-0.080580, 3.552510, -6.394855], [-1.745443, 2.062682, -0.455616], [-3.361909, 1.380261, -0.585479], [3.606888, -2.008425, 2.094825]],
  "forces_ev_per_a": [[-0.625, -0.170, -0.295], [1.953, -0.721, 0.023], [0.398, 1.527, -1.871], [-0.875, -0.203, 1.301], [-0.506, 0.016, -1.359], [0.512, 0.033, 1.741], [-0.209, -0.044, -0.458], [-0.069, -0.377, -0.073], [0.204, -0.378, 0.128], [1.124, -0.727, -1.004], [-0.111, 0.063, 0.280], [0.352, 0.076, -0.241], [-0.478, -0.806, 1.707], [0.593, 0.087, -0.578], [0.170, -0.240, 0.142], [-0.101, 0.227, -0.332], [-0.370, 0.020, -0.072], [0.107, -0.178, 0.412], [-0.636, -0.641, 1.212], [-0.513, 0.555, 0.652], [0.965, 0.002, -1.140], [-0.323, -1.234, -0.341], [0.543, -0.005, -0.027], [-0.067, 1.096, -0.612], [0.045, 0.469, -0.946], [-0.020, 0.375, 0.114], [-0.188, 1.628, 0.748], [0.257, -0.341, -0.154], [-0.073, -0.352, 0.201], [-0.634, -0.100, -0.360], [-0.258, 0.086, -0.333], [-0.403, -0.008, 0.439], [-0.691, 0.013, -0.123], [-0.465, 0.301, 0.113], [0.040, 0.152, -0.180], [-0.054, 0.020, 0.379], [-0.191, 0.212, -0.022], [-0.302, 0.028, 0.844], [1.197, -0.642, -0.199], [0.029, -0.251, -0.417], [-0.162, -0.260, -0.144], [-0.205, 0.211, 0.085], [0.145, 0.048, -0.094], [0.081, -0.022, -0.158], [-0.070, 0.081, -0.030], [-0.025, -0.075, -0.028], [0.062, 0.303, 0.000], [-0.009, 0.008, 0.124], [-0.086, 0.109, 0.460], [0.132, -0.008, 0.190], [0.009, 0.199, -0.027], [0.100, -0.174, 0.035], [0.037, -0.106, 0.120], [0.087, 0.040, -0.131], [-0.133, 0.175, 0.036], [0.188, -0.023, -0.053], [0.171, -0.075, -0.008], [-0.164, -0.065, 0.184], [0.048, 0.143, 0.017], [-0.029, 0.222, -0.154], [-0.008, -0.173, 0.020], [-0.096, -0.001, -0.044], [0.074, 0.022, -0.134], [-0.098, -0.080, 0.001], [0.171, -0.153, 0.049], [0.026, -0.084, 0.116], [-0.451, -0.301, 0.040], [0.016, 0.100, -0.062], [0.003, -0.166, -0.029], [-0.130, 0.159, 0.144], [-0.028, -0.101, 0.130], [0.030, 0.197, 0.247], [0.073, 0.022, -0.305], [0.193, 0.202, -0.142], [-0.103, 0.101, -0.102], [-0.028, -0.098, 0.173], [-0.010, -0.228, -0.027], [-0.106, 0.133, -0.205], [0.133, 0.129, -0.052], [0.307, 0.182, 0.155], [0.221, 0.001, -0.032], [-0.268, -0.162, -0.281], [-0.169, -0.132, 0.008], [0.092, 0.046, 0.028], [-0.230, -0.241, 0.238], [0.076, 0.229, 0.179], [-0.191, 0.096, 0.161]],
  "spin_multiplicity": 2,
  "energy_ha": -2679.39627,
  "orbital_gap_ev": [3.9, 2.8],
  "lumo_energy_ev": [2.7, 2.7],
  "total_charge": -1,
  "s_squared": 1.05
}